Formula: C28H32F5N4O
Source: the Open Molecules 2025 dataset
Level of theory: ωB97M-V/def2-TZVPD

Positions of all 70 atoms, in Å:
1 C -2.7101 -0.3509 2.7721
2 N -1.3605 0.1019 2.9187
3 C -1.0148 1.5015 2.8839
4 C 0.5096 1.4900 2.9426
5 N 0.8327 0.0837 2.9737
6 C 2.1858 -0.3813 3.0285
7 C -0.2681 -0.7245 2.8640
8 C -0.2965 -2.0775 2.5353
9 H -2.8444 -1.2951 3.3116
10 H -3.3860 0.4039 3.1952
11 H -2.9887 -0.5137 1.7168
12 H -1.3720 1.9833 1.9577
13 H -1.4492 2.0414 3.7391
14 H 0.9474 1.9755 2.0527
15 H 0.8863 2.0110 3.8366
16 H 2.2920 -1.3058 2.4510
17 H 2.8533 0.3851 2.6116
18 H 2.5015 -0.5822 4.0663
19 H 0.6400 -2.6154 2.5984
20 H -1.2511 -2.5856 2.6055
21 C -2.3981 -9.3464 -1.9085
22 N -2.7261 -8.1493 -1.1680
23 C -3.8893 -8.0461 -0.4608
24 O -4.7980 -8.8716 -0.4399
25 C -3.8498 -6.6994 0.2730
26 C -3.7386 -6.8832 1.7818
27 C -4.9103 -7.6337 2.3311
28 C -4.8241 -8.9873 2.6566
29 F -3.6379 -9.6301 2.5016
30 C -5.9287 -9.7160 3.0815
31 F -5.8207 -11.0324 3.3484
32 C -7.1586 -9.0715 3.2268
33 F -8.2364 -9.7607 3.6419
34 C -7.2668 -7.7115 2.9373
35 F -8.4495 -7.0832 3.0875
36 C -6.1481 -7.0147 2.4935
37 F -6.2804 -5.6986 2.1691
38 N -2.6908 -6.0428 -0.3358
39 C -2.3723 -4.7716 -0.0064
40 C -1.2246 -4.1030 -0.4207
41 C -0.8778 -2.7955 -0.0702
42 C 0.1777 -2.0725 -0.7342
43 C 0.3543 -0.6809 -0.5106
44 C 1.4768 -0.0078 -0.9775
45 C 2.3951 -0.6656 -1.8109
46 C 2.1747 -2.0045 -2.1587
47 C 1.0854 -2.7024 -1.6391
48 C -1.8983 -6.9430 -1.1996
49 C -0.5175 -7.2502 -0.6079
50 C -1.7843 -6.4384 -2.6450
51 H -3.1308 -10.1206 -1.6685
52 H -2.4139 -9.1562 -2.9884
53 H -1.3964 -9.6955 -1.6336
54 H -4.7738 -6.1409 0.0457
55 H -2.8188 -7.4412 2.0007
56 H -3.6738 -5.8908 2.2443
57 H -3.1082 -4.2575 0.6267
58 H -0.5533 -4.6550 -1.0822
59 H -1.5729 -2.2312 0.5561
60 H -0.4187 -0.1477 0.0486
61 H 1.6272 1.0406 -0.7126
62 H 3.2643 -0.1339 -2.2011
63 H 2.8560 -2.5108 -2.8458
64 H 0.9334 -3.7435 -1.9304
65 H -0.6384 -7.7365 0.3698
66 H 0.0226 -7.9230 -1.2852
67 H 0.0695 -6.3396 -0.4756
68 H -2.7869 -6.3731 -3.0882
69 H -1.3148 -5.4541 -2.6931
70 H -1.1811 -7.1456 -3.2278

Computed properties:
gap between HOMO and LUMO = 0.1991 hartree
E_LUMO = -0.1700 hartree
ΔE to the lowest compared entry with this formula, charge and spin = 0.0 kcal/mol
charge = +1

Formula: C6H10N2Si2
Source: the Open Molecules 2025 dataset
Level of theory: ωB97M-V/def2-TZVPD

Positions of all 20 atoms, in Å:
1 C -2.4117 -0.2029 0.6357
2 C 2.8306 -0.2174 -0.4045
3 C 0.2849 0.7878 -0.7390
4 C 0.7978 -1.8111 1.2714
5 C -2.5187 -0.2089 -2.3685
6 C 1.5543 1.0880 2.0163
7 N -2.9962 -0.4020 1.6083
8 N 3.6888 -0.2502 -1.1882
9 Si -1.5193 0.3414 -0.8807
10 Si 1.2288 -0.2411 0.6449
11 H 0.6816 0.8825 -1.7125
12 H 0.3744 1.8213 -0.2928
13 H 0.8736 -2.8632 0.8305
14 H 0.6097 -1.7573 2.2815
15 H -1.9645 -0.1885 -3.3685
16 H -2.9558 -1.2694 -2.3460
17 H -3.3161 0.4005 -2.7956
18 H 2.0913 1.8803 1.5164
19 H 0.5748 1.3466 2.4098
20 H 2.0917 0.8637 2.8816

Computed properties:
gap between HOMO and LUMO (alpha / beta) = 0.2725 / 0.3407 hartree
E_LUMO (alpha / beta) = 0.0130 / -0.0704 hartree
multiplicity = 3

Formula: C19H25N3O6S
Source: the Open Molecules 2025 dataset
Level of theory: ωB97M-V/def2-TZVPD

Positions of all 54 atoms, in Å:
1 C 0.0625 -4.6128 -1.4763
2 H 0.9399 -4.6859 -2.1232
3 O -0.0989 -3.2990 -0.9853
4 C 0.9022 -2.7242 -0.3022
5 C 2.0615 -3.3810 0.1154
6 C 3.0533 -2.7018 0.7929
7 C 2.8896 -1.3525 1.0785
8 C 1.7329 -0.6823 0.6895
9 C 0.7443 -1.3489 -0.0039
10 N -0.3226 -0.6015 -0.5255
11 S 0.0988 0.0163 -2.0509
12 O -1.0982 0.5719 -2.6231
13 O 0.7895 -0.9870 -2.8114
14 C 1.2599 1.2730 -1.5608
15 C 2.6011 1.0828 -1.8367
16 C 3.5304 1.9640 -1.3160
17 C 3.1271 3.0274 -0.5133
18 C 1.7685 3.2107 -0.2717
19 C 0.8292 2.3347 -0.7871
20 H -0.2220 2.4457 -0.5735
21 H 1.4452 4.0358 0.3451
22 C 4.1442 3.9184 0.1216
23 H 3.7137 4.8783 0.3932
24 H 4.5098 3.4369 1.0289
25 H 4.9924 4.0784 -0.5395
26 H 4.5814 1.8157 -1.5140
27 H 2.8913 0.2389 -2.4424
28 C -1.7011 -1.0200 -0.3463
29 H -1.7402 -1.9299 0.2531
30 H -2.1413 -1.2254 -1.3273
31 C -2.5025 0.1013 0.3410
32 O -2.2371 1.3518 -0.2438
33 H -2.1475 1.2276 -1.2037
34 C -4.0093 -0.2638 0.2903
35 N -4.8979 0.4612 1.1701
36 C -4.9956 1.8757 0.8716
37 H -5.8136 2.2959 1.4572
38 H -4.0759 2.4287 1.0979
39 H -5.2233 1.9998 -0.1852
40 C -4.6620 0.2250 2.5773
41 H -5.5144 0.6094 3.1379
42 H -3.7541 0.7132 2.9611
43 H -4.5861 -0.8468 2.7551
44 H -4.1129 -1.3274 0.5261
45 H -4.3587 -0.1041 -0.7343
46 H -2.1754 0.1909 1.3836
47 H 1.6205 0.3639 0.9241
48 N 3.9318 -0.6266 1.7379
49 O 3.7913 0.5735 1.8732
50 O 4.9057 -1.2471 2.1139
51 H 3.9609 -3.2007 1.0958
52 H 2.2074 -4.4239 -0.1146
53 H -0.8338 -4.8159 -2.0594
54 H 0.1379 -5.3384 -0.6605

Computed properties:
gap between HOMO and LUMO = 0.2817 hartree
E_LUMO = -0.0169 hartree
ΔE to the lowest compared entry with this formula, charge and spin = 118.4 kcal/mol
structure (SMILES) = COc1ccc([N+](=O)[O-])cc1N(C[C@@H](O)CN(C)C)S(=O)(=O)c1ccc(C)cc1

Formula: C21H9Cl2CoF5NOS2
Source: the Open Molecules 2025 dataset
Level of theory: ωB97M-V/def2-TZVPD

Positions of all 42 atoms, in Å:
1 Co 0.2315 0.2755 0.1276
2 S -1.2837 -1.1698 3.8538
3 C -2.5183 -0.1835 3.1984
4 C -2.2203 0.2735 1.9486
5 C -0.9602 -0.1951 1.4924
6 C -0.3356 -0.9703 2.4375
7 C 1.0225 -1.4249 2.2143
8 C 1.8004 -2.1254 3.1290
9 C 3.1058 -2.4339 2.8005
10 C 3.6060 -2.0499 1.5645
11 C 2.7695 -1.3715 0.7000
12 N 1.5085 -1.0683 1.0023
13 H -3.4122 0.0025 3.7721
14 H -2.8888 0.8966 1.3718
15 H 1.3812 -2.4057 4.0853
16 H 3.7332 -2.9645 3.5044
17 H 4.6225 -2.2660 1.2714
18 H 3.1257 -1.0663 -0.2744
19 Cl 1.5776 0.1149 -1.9599
20 C 0.7192 1.2780 -2.9477
21 C 1.3470 1.7279 -4.0927
22 C 0.6772 2.6293 -4.9015
23 C -0.5954 3.0511 -4.5533
24 C -1.1911 2.5850 -3.3948
25 Cl -2.7779 3.1569 -3.0093
26 C -0.5479 1.6824 -2.5358
27 S -1.3340 1.1394 -1.0668
28 H 2.3394 1.3779 -4.3385
29 H 1.1477 3.0073 -5.7982
30 H -1.1364 3.7518 -5.1732
31 F -1.3338 5.9786 3.2183
32 C -0.7488 4.9222 2.6482
33 C -0.4132 4.9490 1.3056
34 F -0.6826 6.0356 0.5774
35 C 0.1951 3.8540 0.7237
36 F 0.4999 3.9021 -0.5768
37 C 0.4966 2.6961 1.4491
38 O 1.1179 1.6825 0.8635
39 C 0.1449 2.7029 2.8020
40 F 0.4211 1.6394 3.5640
41 C -0.4658 3.7928 3.3948
42 F -0.7790 3.7602 4.6935

Computed properties:
gap between HOMO and LUMO (alpha / beta) = 0.2602 / 0.2700 hartree
E_LUMO (alpha / beta) = -0.0423 / -0.0301 hartree

no.,calculated total energy (Eh)
1,-1879.46091
2,-922.99696
3,-1752.77508
4,-4534.46581